Entry 1:
{
  "formula": "C18H17F5NO8S2",
  "method": "ωB97M-V with the def2-TZVPD basis set",
  "elements": ["C", "C", "C", "C", "S", "O", "O", "N", "S", "O", "O", "C", "F", "F", "C", "F", "F", "F", "H", "H", "H", "H", "H", "H", "H", "H", "H", "C", "C", "C", "O", "C", "C", "C", "O", "H", "H", "H", "H", "C", "C", "C", "O", "C", "C", "C", "O", "H", "H", "H", "H"],
  "xyz": [[2.1757, 3.9357, 2.6913], [2.7210, 2.8640, 1.5582], [3.2839, 1.4473, 2.2226], [4.0273, 0.6497, 0.9559], [1.8615, 0.2830, 2.7449], [0.9018, 1.1271, 3.6175], [2.5665, -0.8707, 3.5587], [1.1460, -0.4090, 1.3101], [-0.5723, -0.6750, 1.4842], [-1.0300, -1.1070, 2.8976], [-0.9187, -1.8867, 0.5333], [-1.4680, 0.8081, 0.7734], [-1.7147, 0.4879, -0.6815], [-0.6725, 2.0711, 0.7665], [-2.9279, 1.1309, 1.4454], [-3.5616, 2.1995, 0.5860], [-2.8073, 1.6570, 2.8401], [-3.8015, -0.0590, 1.3245], [2.6985, 3.6130, 3.7148], [1.0079, 3.7159, 2.7973], [2.3846, 5.0586, 2.4325], [1.8633, 2.5368, 0.8114], [3.5968, 3.2907, 0.8855], [4.0433, 1.6339, 3.1184], [4.3938, -0.4020, 1.3837], [3.2776, 0.5014, 0.0422], [4.9310, 1.2803, 0.5034], [-3.2386, -4.2852, 0.1048], [-4.4857, -3.8650, 0.3383], [-5.6407, -4.4731, -0.3513], [-6.7823, -4.0878, -0.1397], [-5.3644, -5.5640, -1.3070], [-4.1173, -5.9842, -1.5404], [-2.9624, -5.3761, -0.8509], [-1.8208, -5.7614, -1.0624], [-2.3803, -3.8495, 0.6015], [-4.7048, -3.0664, 1.0369], [-6.2228, -5.9997, -1.8037], [-3.8982, -6.7828, -2.2390], [3.3877, 2.3827, -3.4230], [2.7093, 1.9966, -4.5079], [1.2892, 1.6023, -4.4234], [0.6681, 1.2468, -5.4156], [0.6478, 1.6527, -3.0946], [1.3261, 2.0388, -2.0096], [2.7462, 2.4332, -2.0941], [3.3673, 2.7886, -1.1020], [4.4299, 2.6744, -3.4674], [3.1654, 1.9549, -5.4898], [-0.3944, 1.3610, -3.0501], [0.8700, 2.0805, -1.0278]],
  "total_charge": -1,
  "spin_multiplicity": 1,
  "homo_ev": -6.52
}

Entry 2:
{
  "formula": "C4H8N3S2",
  "method": "ωB97M-V with the def2-TZVPD basis set",
  "elements": ["C", "C", "C", "C", "N", "N", "N", "S", "S", "H", "H", "H", "H", "H", "H", "H", "H"],
  "xyz": [[-0.1525, 1.5480, 0.3860], [-0.0815, -0.0955, -1.6395], [-1.2695, 1.4650, -0.4765], [0.9908, 0.8124, 0.1374], [-1.1148, 0.6500, -1.4357], [1.0555, 0.0298, -1.0167], [2.2792, -0.6315, -1.3224], [-2.8177, 2.2742, -0.4940], [-1.6742, -1.2607, 1.0322], [-0.2040, 2.2780, 1.1071], [-0.0847, -0.7295, -2.4671], [1.9359, 0.9245, 0.6582], [-2.8231, -1.9100, 1.3452], [3.1560, -0.3475, -0.8041], [2.0789, -1.3833, -1.9041], [-2.5420, 2.8555, 0.5986], [-1.2285, -1.7829, 2.1050]],
  "total_charge": 1,
  "de_lowest_kj_mol": 149.5,
  "spin_multiplicity": 1,
  "homo_ev": -13.09
}

Entry 3:
{
  "formula": "C3H4Br3CaO2",
  "method": "ωB97M-V with the def2-TZVPD basis set",
  "elements": ["Ca", "C", "C", "O", "O", "H", "H", "H", "C", "Br", "Br", "Br", "H"],
  "xyz": [[-11.9651, -25.5803, 7.8167], [-9.4723, -28.2002, 5.4935], [-10.3036, -27.2623, 6.3202], [-11.4288, -27.6399, 6.8085], [-9.8976, -26.0909, 6.5682], [-8.9227, -27.6512, 4.7331], [-10.1049, -28.8991, 4.9413], [-8.8449, -28.7995, 6.1487], [-12.2931, -31.0501, 5.9749], [-11.4997, -31.6863, 4.3891], [-11.0586, -31.0549, 7.5207], [-13.9015, -32.0408, 6.5059], [-12.6070, -30.0334, 5.7925]],
  "total_charge": 1,
  "de_lowest_kj_mol": 4.1,
  "spin_multiplicity": 1,
  "homo_ev": -12.34
}

Entry 4:
{
  "formula": "C24H77N3O13",
  "method": "ωB97M-V with the def2-TZVPD basis set",
  "elements": ["C", "C", "O", "H", "H", "H", "H", "H", "H", "C", "C", "O", "H", "H", "H", "H", "H", "H", "C", "C", "O", "H", "H", "H", "H", "H", "H", "C", "C", "O", "H", "H", "H", "H", "H", "H", "C", "C", "O", "H", "H", "H", "H", "H", "H", "C", "C", "O", "H", "H", "H", "H", "H", "H", "O", "H", "H", "O", "H", "H", "O", "H", "H", "O", "H", "H", "C", "C", "C", "O", "C", "N", "H", "H", "H", "H", "H", "H", "H", "H", "H", "H", "H", "C", "C", "C", "O", "C", "N", "H", "H", "H", "H", "H", "H", "H", "H", "H", "H", "H", "C", "C", "C", "O", "C", "N", "H", "H", "H", "H", "H", "H", "H", "H", "H", "H", "H"],
  "xyz": [[4.1806, 0.2381, 2.8170], [3.1150, 1.2449, 2.4236], [3.2049, 1.4599, 1.0281], [5.1332, 0.4084, 2.3128], [3.8686, -0.7699, 2.5441], [4.4114, 0.2653, 3.8806], [3.2608, 2.1476, 3.0395], [2.0798, 0.9713, 2.6595], [2.4169, 1.8769, 0.6660], [1.5455, 1.6517, -3.9472], [1.9709, 0.6888, -5.0448], [1.8792, -0.6779, -4.6192], [1.8146, 2.6154, -4.3927], [2.0958, 1.5433, -3.0130], [0.4899, 1.5053, -3.7192], [3.0336, 0.8740, -5.2250], [1.4411, 0.8999, -5.9729], [1.1299, -1.1037, -5.0467], [0.2024, 2.4267, 5.4609], [0.0616, 2.8183, 4.0187], [-1.3395, 3.0060, 3.6678], [-0.0305, 3.2333, 6.1553], [1.2341, 2.1033, 5.6246], [-0.4898, 1.6223, 5.7207], [0.4413, 2.0920, 3.2914], [0.5748, 3.7626, 3.8216], [-1.6535, 2.0722, 3.7045], [-3.5110, -1.2515, -4.2340], [-2.2264, -0.7034, -3.6099], [-1.7231, 0.2989, -4.5325], [-3.2994, -1.8310, -5.1334], [-4.2548, -0.5010, -4.4959], [-4.0105, -1.9568, -3.5555], [-1.4324, -1.4550, -3.5951], [-2.3720, -0.2535, -2.6288], [-1.9597, 1.1463, -4.1394], [0.1155, -0.3622, -0.8179], [-1.0578, 0.1810, -0.0156], [-0.7272, 1.5171, 0.3402], [0.4389, 0.2961, -1.6304], [-0.1365, -1.3087, -1.2749], [1.0158, -0.3448, -0.2018], [-1.1754, -0.4178, 0.8879], [-1.9192, 0.2021, -0.6869], [-1.4072, 1.9001, 0.9121], [-4.2174, -0.7514, 2.2911], [-3.9331, 0.5254, 3.0431], [-2.5871, 0.5766, 3.5525], [-3.4379, -0.8686, 1.5387], [-5.1977, -0.6630, 1.8147], [-4.3109, -1.6668, 2.8770], [-4.6040, 0.6441, 3.9038], [-4.1881, 1.4091, 2.4586], [-2.5198, -0.2099, 4.1057], [-1.9262, 4.2024, 1.2603], [-1.7821, 3.9293, 2.1947], [-1.0671, 4.5698, 0.9759], [-3.9183, 3.5371, -0.6366], [-2.9916, 3.7711, -0.5030], [-4.1476, 3.0690, 0.1692], [2.3092, -2.5525, -2.3953], [2.8987, -1.8508, -2.6948], [1.6518, -2.6130, -3.0934], [-3.0266, -2.9895, -0.2112], [-2.3400, -3.1872, -0.8843], [-3.6569, -2.4129, -0.6572], [3.3087, 4.4754, 0.3770], [1.9167, 5.0033, 0.0486], [1.5834, 5.0159, -1.4449], [0.3018, 5.5623, -1.6477], [-0.3209, 5.1898, -2.8390], [0.8883, 4.1447, 0.6472], [3.3074, 3.8881, 1.2954], [4.0750, 5.2437, 0.4624], [3.5915, 3.7670, -0.4088], [1.8144, 6.0438, 0.3694], [1.6267, 4.0051, -1.8791], [2.3035, 5.5988, -2.0435], [-1.3366, 5.5964, -2.7917], [-0.4357, 4.1157, -3.0231], [0.1488, 5.7077, -3.6888], [1.2151, 3.5200, 1.3688], [0.3089, 3.6124, 0.0127], [0.8847, -2.3513, 6.4669], [1.6722, -2.6995, 5.2210], [0.8429, -2.6507, 3.9602], [1.7095, -2.7119, 2.8315], [1.3275, -1.9714, 1.7152], [2.8242, -1.7235, 5.0725], [0.1830, -1.5154, 6.4289], [1.5977, -2.1000, 7.2534], [0.2873, -3.2034, 6.8077], [2.1428, -3.6817, 5.3439], [0.2658, -1.7186, 3.9281], [0.1200, -3.4689, 3.9045], [1.3223, -0.8993, 1.9539], [0.3242, -2.1492, 1.3018], [2.0581, -2.1776, 0.9325], [3.0938, -2.0475, 4.1382], [3.5871, -2.0616, 5.6543], [-1.3115, -5.9497, -2.0918], [-0.4127, -4.7974, -2.5324], [-0.6612, -4.3424, -3.9715], [-0.4056, -5.3927, -4.8764], [-0.6527, -4.9544, -6.1934], [-0.5134, -3.6759, -1.5841], [-1.2165, -6.0514, -1.0109], [-1.1548, -6.9173, -2.5666], [-2.3512, -5.7340, -2.3580], [0.6370, -5.1233, -2.5223], [-0.1088, -3.4269, -4.2146], [-1.7373, -4.1274, -4.0353], [0.1360, -4.2408, -6.4549], [-1.6423, -4.4928, -6.3054], [-0.6757, -5.7600, -6.9265], [0.0725, -2.8860, -1.8213], [0.0203, -4.0868, -0.8177]],
  "total_charge": 0,
  "de_lowest_kj_mol": 0.0,
  "spin_multiplicity": 1,
  "homo_ev": -9.02
}

Entry 5:
{
  "formula": "C26H49BrCl12F3NO6S",
  "method": "ωB97M-V with the def2-TZVPD basis set",
  "elements": ["C", "O", "C", "C", "C", "C", "C", "C", "C", "C", "O", "C", "O", "O", "C", "C", "C", "Br", "N", "S", "O", "O", "C", "F", "F", "F", "H", "H", "H", "H", "H", "H", "H", "H", "H", "H", "H", "H", "H", "H", "H", "H", "H", "H", "H", "H", "H", "H", "H", "H", "H", "Cl", "C", "C", "Cl", "H", "H", "H", "H", "Cl", "C", "C", "Cl", "H", "H", "H", "H", "Cl", "C", "C", "Cl", "H", "H", "H", "H", "Cl", "C", "C", "Cl", "H", "H", "H", "H", "Cl", "C", "C", "Cl", "H", "H", "H", "H", "Cl", "C", "C", "Cl", "H", "H", "H", "H"],
  "xyz": [[-3.4909, -0.8167, 1.8643], [-2.5407, -1.8928, 1.5975], [-2.6251, -2.3318, 0.2153], [-1.2741, -1.9343, -0.5773], [-1.5601, -0.5807, -1.3902], [-0.1966, 0.1025, -1.9643], [-0.5972, 1.1824, -3.0845], [-0.1373, 2.6948, -2.7781], [-1.2878, 3.6472, -2.1764], [-2.3491, 2.9150, -1.2348], [-1.8485, 2.6739, 0.1326], [-2.6314, 3.5349, 0.9765], [-2.2828, 4.7128, 1.2153], [0.4838, 0.6409, -0.8115], [1.8998, 0.2789, -0.8129], [2.1645, -1.2684, -0.4999], [2.7668, 1.2937, 0.1295], [4.2356, 0.3372, 1.0669], [1.9107, 2.1517, 0.9953], [1.5835, 1.4641, 2.5308], [2.6209, 1.8072, 3.5825], [1.2437, 0.0024, 2.4949], [0.0062, 2.3264, 3.1328], [-1.1294, 1.5722, 2.8231], [0.1346, 2.4386, 4.5444], [-0.0040, 3.6257, 2.5765], [-3.1171, -0.2745, 2.7956], [-3.6450, -0.1231, 0.9686], [-4.5008, -1.3303, 2.0875], [-2.6657, -3.4853, 0.1966], [-3.5476, -1.8735, -0.2871], [-0.9031, -2.7462, -1.2875], [-0.4629, -1.6979, 0.1945], [-1.9777, 0.1943, -0.6461], [-2.3059, -0.7380, -2.2369], [0.3737, -0.7371, -2.5025], [-0.0796, 0.8792, -4.0718], [-1.7256, 1.0932, -3.3114], [0.7865, 2.7972, -2.1226], [0.1529, 3.1631, -3.8056], [-1.8643, 4.2244, -2.9865], [-0.7592, 4.4420, -1.5397], [-3.2379, 3.6472, -1.1227], [-2.7958, 1.9575, -1.6636], [-3.6354, 3.2109, 1.4334], [2.2435, 0.4417, -1.9051], [3.2154, -1.6209, -0.8213], [1.4402, -1.9431, -1.0920], [2.0347, -1.5593, 0.5944], [3.2795, 2.0084, -0.6154], [2.2805, 3.1089, 1.0750], [3.5100, -0.7715, -4.3155], [4.0207, -2.4529, -4.0237], [3.0160, -3.4565, -4.5534], [1.4946, -3.4425, -3.6259], [4.1844, -2.5759, -2.9516], [4.9784, -2.5854, -4.5308], [3.4242, -4.4661, -4.4752], [2.7747, -3.2675, -5.6007], [4.9926, 0.4028, 7.9927], [4.7825, 2.1198, 7.5614], [5.1799, 2.4033, 6.1279], [6.9373, 2.2450, 5.8721], [5.3639, 2.7192, 8.2651], [3.7256, 2.3556, 7.7060], [4.9136, 3.4289, 5.8653], [4.6748, 1.7323, 5.4311], [-4.9054, -8.1026, -1.3801], [-3.7752, -7.4558, -0.1639], [-3.8511, -5.9467, -0.0583], [-3.2188, -5.1384, -1.5143], [-2.7694, -7.7894, -0.4249], [-4.0460, -7.9080, 0.7921], [-3.2456, -5.6022, 0.7829], [-4.8759, -5.6060, 0.0994], [2.2491, 3.8991, 8.7678], [2.8280, 3.3647, 10.3653], [3.2417, 4.5283, 11.2424], [4.7155, 5.3305, 10.6433], [3.6525, 2.6657, 10.2106], [2.0056, 2.8210, 10.8341], [3.4629, 4.1723, 12.2505], [2.4526, 5.2786, 11.3123], [-5.5984, -3.4768, -3.3826], [-5.4004, -4.9688, -4.3351], [-6.3105, -5.0001, -5.5458], [-8.0266, -5.1605, -5.0940], [-5.5814, -5.8186, -3.6743], [-4.3571, -5.0038, -4.6548], [-6.0664, -5.8615, -6.1707], [-6.2032, -4.0991, -6.1519], [-0.4140, 2.5877, -6.3372], [0.8787, 3.2806, -7.3463], [2.1642, 2.4881, -7.2373], [2.9121, 2.6432, -5.6281], [1.0199, 4.3215, -7.0500], [0.5202, 3.2678, -8.3774], [2.8921, 2.8572, -7.9626], [1.9987, 1.4272, -7.4323]],
  "total_charge": 0,
  "spin_multiplicity": 1,
  "homo_ev": -9.07
}

- Number 2 is which compound?
  C4H8N3S2